151
Properties=species:S:1:pos:R:3:forces:R:3:lowdin_charge:R:1 method="wB97M-V/def2-TZVPD" charge=0 largest_force_ev_per_a=12.56 homo_lumo_gap_ev=9.8662 total_energy_ha=-8856.33790
C 0.88191 2.34442 0.08001 1.0417 0.1792 -0.1134 -0.105
C 0.96983 1.10795 -1.02484 -0.4354 2.3221 -1.1642 -0.226
N 0.46696 -0.21821 -0.51305 0.6394 1.0971 1.8037 -0.015
C 1.24786 -0.75952 0.65704 0.8446 -0.9417 1.4785 -0.357
C 2.82828 -0.35192 0.70181 7.8405 4.9734 -1.9682 -0.061
N 4.01045 0.20820 0.54944 -11.1300 -5.6034 1.5954 0.153
C 0.56211 -0.38066 2.13463 -2.3103 0.8585 -0.6288 -0.132
O 1.56129 -0.20954 3.20661 -2.4716 0.3190 3.6884 -0.069
C 0.93969 0.10427 4.50253 0.6159 0.4558 0.7335 -0.235
F 1.95803 0.06701 5.61676 -3.4962 0.0363 -4.2115 0.027
F -0.14716 -0.81318 4.91776 3.4587 3.1904 -1.5072 0.038
F 0.41347 1.51792 4.51241 1.3918 -4.6995 0.0282 0.014
C 1.20463 -2.42468 0.49297 -1.4553 0.1961 -1.4392 -0.634
Br 1.65069 -3.41260 2.17120 -0.6285 0.7811 -0.6934 0.811
C -0.37799 -2.79373 0.10124 -7.6131 -2.7301 -3.7290 -0.129
N -1.55071 -3.16274 -0.37105 11.0943 3.5579 4.6108 0.117
C 2.15477 -2.98497 -0.71843 -0.3784 -2.0504 -0.8456 -0.163
C 3.30236 -4.07009 -0.16566 3.3888 2.1737 0.9822 -0.216
N 4.52139 -3.61419 0.35104 -5.7915 -1.2999 -2.7942 0.038
H -0.19995 2.42584 0.56611 2.3794 -0.3076 -1.0656 0.088
H 1.08690 3.38498 -0.46465 -0.3704 -2.6941 1.2730 0.079
H 1.73495 2.22723 0.90588 -1.9540 0.1104 -1.5875 0.075
H 2.03366 1.05122 -1.56261 -2.3863 -0.1054 1.6861 0.112
H 0.22193 1.43009 -1.89535 1.5205 -0.9021 1.8697 0.142
H -0.49638 -0.00017 -0.11214 1.3104 -0.5798 -0.8718 0.117
H -0.04177 0.64664 2.08912 1.5282 -2.1464 -0.3778 0.144
H -0.26952 -1.19819 2.38691 2.1381 1.4922 -0.4144 0.141
H 1.44684 -3.64317 -1.42008 1.4903 1.5277 1.5388 0.127
H 2.61065 -2.16077 -1.41760 -0.7852 -1.3534 1.7880 0.114
H 3.04554 -5.22989 -0.26739 0.6839 2.7701 0.3875 0.113
H 4.44966 -2.56402 0.26951 0.1514 -1.0908 0.1978 0.007
C 4.18031 -0.05159 -4.99569 1.0962 -0.7827 -0.2864 -0.067
C 2.97705 -0.10924 -4.11788 -0.0901 -0.1281 0.5147 -0.327
O 2.42009 1.18012 -4.23711 0.0950 -0.1778 -0.7586 0.127
C 2.77298 1.60495 -5.48276 -0.9970 2.6287 -1.8988 -0.499
O 2.25509 2.54876 -6.05625 1.2938 -2.2671 1.4495 0.146
O 3.77370 0.83907 -6.01517 -0.9905 0.6808 0.2525 0.080
F 3.33037 -0.30286 -2.82740 -0.0276 -0.2453 0.3703 0.048
H 5.05816 0.35802 -4.48482 -0.1933 -0.0885 0.1787 0.151
H 4.44010 -1.02945 -5.41005 -0.0510 0.2241 -0.0764 0.146
H 2.23754 -0.85902 -4.41868 0.0198 0.0285 0.2280 0.181
C 0.59601 7.20480 -2.01360 1.1576 0.6167 -0.2719 -0.072
C -0.82420 7.55021 -1.72134 -0.5551 0.5157 -0.4286 -0.332
O -1.47467 6.29971 -1.72368 0.7248 -0.2834 0.5601 0.147
C -0.52501 5.40537 -1.32998 -0.4916 -2.9681 0.7818 -0.482
O -0.76800 4.27257 -0.94842 0.1823 3.1191 -1.2011 0.111
O 0.73379 5.93536 -1.40740 -0.9655 -0.5972 0.2713 0.073
F -1.35030 8.30576 -2.71130 -0.1925 0.2238 0.0213 0.082
H 0.79890 7.11862 -3.08635 -0.2627 0.0958 0.0755 0.153
H 1.29653 7.92405 -1.58077 -0.0507 -0.2749 0.0397 0.147
H -0.97663 8.04272 -0.75504 -0.1158 0.0641 -0.1672 0.178
C 7.61629 -2.27950 -0.78190 -0.8920 -0.6754 0.7513 -0.081
C 8.93838 -1.64466 -0.51589 0.5580 -0.2281 0.3811 -0.327
O 9.33714 -1.17082 -1.78213 -0.7554 0.3018 -0.1439 0.139
C 8.17562 -0.90480 -2.44302 -0.6613 1.5758 -2.6007 -0.505
O 8.10369 -0.22796 -3.45524 0.1506 -1.6749 2.2735 0.140
O 7.09872 -1.48292 -1.82858 0.8220 0.6668 -0.6791 0.068
F 9.83976 -2.56312 -0.10166 0.2882 -0.0671 0.1811 0.079
H 7.70526 -3.31587 -1.12457 0.1616 0.1246 0.1123 0.131
H 6.95938 -2.25406 0.09172 -0.0099 0.0429 -0.2788 0.130
H 8.90151 -0.81156 0.19412 0.1774 -0.1401 -0.0099 0.180
C -2.90962 -0.58778 7.03221 1.3167 0.2021 -0.1321 -0.075
C -4.05252 -1.05838 6.19914 -0.0954 -0.7588 -0.5168 -0.328
O -5.12663 -1.10705 7.11063 0.2904 0.9231 0.3798 0.150
C -4.84782 -0.14900 8.03859 -1.8527 1.0428 2.0917 -0.496
O -5.66392 0.29795 8.82731 1.9476 -0.9341 -1.7824 0.139
O -3.54285 0.25621 7.97276 -1.1444 -0.0642 0.1670 0.069
F -3.82943 -2.30899 5.73669 -0.0535 -0.0828 -0.2374 0.086
H -2.40508 -1.40445 7.55935 -0.1936 -0.0781 -0.1963 0.153
H -2.16809 -0.03657 6.44766 -0.1677 0.0541 0.2140 0.131
H -4.30556 -0.39262 5.36712 -0.0389 -0.2054 -0.0297 0.174
C -5.51401 -1.82610 -2.22581 -1.1976 -0.6719 0.2624 -0.069
C -4.38491 -1.98228 -3.18624 0.0050 -0.2647 -0.6761 -0.336
O -3.56428 -0.86904 -2.91393 -0.0317 -0.0628 1.0082 0.140
C -3.77110 -0.58998 -1.59634 1.3675 1.5877 1.7807 -0.509
O -3.04396 0.12357 -0.92554 -1.5236 -1.4845 -1.3888 0.116
O -4.88949 -1.21392 -1.11533 1.2065 0.6830 -0.1857 0.074
F -4.82081 -1.88799 -4.46247 0.0599 -0.1149 -0.3764 0.079
H -6.30479 -1.16998 -2.60470 0.2094 -0.0486 -0.1903 0.152
H -5.95801 -2.78534 -1.94631 0.1645 0.1746 0.0853 0.140
H -3.80913 -2.90478 -3.05591 -0.0764 0.0921 -0.1741 0.165
C -5.23457 3.87708 8.84736 0.5172 -0.6431 1.0459 -0.066
C -4.77665 4.48956 7.56796 0.3700 -0.1135 -0.2801 -0.326
O -5.97718 4.73034 6.86963 -0.0952 0.3035 0.6826 0.111
C -6.91528 4.93345 7.83678 -3.3939 1.2058 0.1250 -0.493
O -8.00812 5.43644 7.63538 2.7598 -1.3135 0.4080 0.153
O -6.47912 4.51159 9.06286 -0.4564 0.5830 -1.0394 0.086
F -4.03585 3.61407 6.85215 0.3512 -0.1056 -0.3807 0.072
H -5.38749 2.79552 8.76842 0.1259 0.0811 -0.1806 0.130
H -4.54564 4.07461 9.67305 -0.2588 0.0672 -0.0583 0.151
H -4.22768 5.42920 7.69135 0.0759 -0.1432 -0.1813 0.179
C -5.98138 3.97870 3.88226 0.2318 0.5819 1.1342 -0.079
C -5.75872 2.64299 3.25938 -0.2399 -0.6361 0.1741 -0.328
O -6.39333 2.75411 2.00567 0.4536 0.8127 -0.0788 0.149
C -6.30788 4.07467 1.68086 -0.5812 1.4510 -2.6660 -0.487
O -6.49549 4.51727 0.55980 0.4199 -1.0002 2.6087 0.144
O -5.97835 4.84293 2.76376 -0.1480 -0.5118 -1.1398 0.085
F -6.37916 1.67181 3.96616 0.0851 -0.3748 0.1312 0.079
H -6.94657 4.05163 4.39459 0.1104 -0.2401 -0.0630 0.153
H -5.18922 4.24640 4.58668 -0.1684 0.0790 -0.3087 0.125
H -4.70405 2.38453 3.11658 -0.1239 -0.1630 0.0310 0.177
C 3.37820 3.21534 4.87897 -1.1300 -0.6038 0.3014 -0.079
C 4.50731 3.05916 3.91854 0.0015 -0.0602 -0.8824 -0.330
O 5.32794 4.17240 4.19085 -0.1207 -0.2368 0.8543 0.143
C 5.12112 4.45146 5.50843 1.7447 2.0476 2.0393 -0.501
O 5.84826 5.16501 6.17924 -1.8318 -1.7086 -1.6396 0.146
O 4.00272 3.82752 5.98945 0.9588 0.4622 -0.1815 0.078
F 4.07141 3.15346 2.64231 0.0605 -0.1376 -0.2489 0.070
H 2.58742 3.87146 4.50008 0.1961 -0.0687 -0.2055 0.152
H 2.93421 2.25610 5.15846 0.1611 0.2450 0.1342 0.118
H 5.08308 2.13666 4.04886 -0.0509 0.0633 -0.2006 0.180
C 8.59211 -5.47427 -3.35373 0.5574 -0.5700 1.0610 -0.072
C 9.05002 -4.86179 -4.63313 0.6660 -0.2650 -0.6507 -0.326
O 7.84950 -4.62102 -5.33146 -0.4402 0.3422 0.8782 0.148
C 6.91140 -4.41791 -4.36431 -2.9004 1.2547 -0.4680 -0.502
O 5.81856 -3.91491 -4.56571 2.4910 -1.2981 0.5206 0.138
O 7.34755 -4.83977 -3.13822 -0.5182 0.4972 -0.7953 0.050
F 9.79083 -5.73728 -5.34894 0.1875 0.0479 -0.1251 0.086
H 8.43919 -6.55583 -3.43267 0.1365 0.1210 -0.2220 0.149
H 9.28103 -5.27675 -2.52804 -0.2450 0.0651 -0.0448 0.147
H 9.59900 -3.92216 -4.50974 0.0512 -0.1269 -0.1443 0.182
C -6.51012 6.11388 -2.21602 0.5825 -0.5379 1.0658 -0.090
C -6.05221 6.72636 -3.49543 0.4215 -0.3061 -0.5169 -0.334
O -7.25273 6.96713 -4.19375 -0.2565 0.3663 0.7027 0.139
C -8.19083 7.17024 -3.22660 -3.0349 1.1132 -0.1094 -0.503
O -9.28367 7.67324 -3.42801 2.5879 -1.2414 0.4600 0.141
O -7.75468 6.74838 -2.00052 -0.4981 0.5576 -0.9661 0.078
F -5.31140 5.85087 -4.21124 0.2829 0.0196 -0.2181 0.079
H -6.66305 5.03232 -2.29497 0.1523 0.1470 -0.1633 0.148
H -5.82120 6.31140 -1.39033 -0.3104 -0.0157 -0.0466 0.137
H -5.50323 7.66599 -3.37203 0.0725 -0.1311 -0.1653 0.176
C -3.42426 -6.14455 -5.15290 1.3159 0.1866 -0.0990 -0.072
C -4.56717 -6.61515 -5.98596 -0.1316 -0.7186 -0.5026 -0.330
O -5.64127 -6.66382 -5.07447 0.3150 0.8998 0.3418 0.149
C -5.36247 -5.70578 -4.14652 -1.9806 1.1309 2.2058 -0.493
O -6.17856 -5.25882 -3.35780 2.0295 -0.9779 -1.8016 0.146
O -4.05750 -5.30056 -4.21234 -1.0802 -0.0824 0.1341 0.059
F -4.34408 -7.86577 -6.44841 -0.0506 -0.1087 -0.2446 0.083
H -2.91973 -6.96122 -4.62576 -0.2028 -0.0772 -0.1833 0.151
H -2.68273 -5.59334 -5.73744 -0.1779 0.0721 0.2045 0.147
H -4.82021 -5.94940 -6.81798 -0.0124 -0.2088 -0.0184 0.179
C 4.13414 -7.88420 -3.08790 1.3157 0.2118 -0.0938 -0.070
C 2.99123 -8.35480 -3.92096 -0.0992 -0.7505 -0.5136 -0.328
O 1.91712 -8.40347 -3.00947 0.2753 0.8891 0.3249 0.146
C 2.19593 -7.44542 -2.08152 -1.8932 1.0984 2.1709 -0.500
O 1.37984 -6.99847 -1.29280 2.0104 -0.9663 -1.7905 0.138
O 3.50090 -7.04021 -2.14735 -1.1166 -0.1101 0.1306 0.058
F 3.21432 -9.60541 -4.38341 -0.0605 -0.0907 -0.2393 0.084
H 4.63867 -8.70087 -2.56076 -0.2099 -0.0848 -0.1871 0.152
H 4.87567 -7.33299 -3.67244 -0.1856 0.0940 0.2020 0.142
H 2.73819 -7.68904 -4.75298 0.0003 -0.2045 -0.0218 0.179

=====

104
Properties=species:S:1:pos:R:3:forces:R:3:lowdin_charge:R:1 method="wB97M-V/def2-TZVPD" charge=0 e_above_lowest_kj_mol=71.81 largest_force_ev_per_a=0.44 homo_lumo_gap_ev=7.6839 total_energy_ha=-7479.39009
Ag 0.22021 0.32603 -1.09497 0.0959 0.1172 0.1128 0.535
O -4.26418 -2.73174 1.48546 -0.0316 0.0113 0.0263 0.038
C -4.63895 -1.41344 1.35243 0.0263 -0.0875 0.0024 -0.266
C -5.92003 -0.99815 1.69471 0.0043 0.0285 0.0076 -0.032
C -6.29293 0.32062 1.49467 0.0187 0.0096 -0.0169 -0.091
C -5.38808 1.21651 0.94288 -0.0168 -0.0586 0.0181 -0.087
C -4.11055 0.78350 0.62343 0.0275 0.0679 -0.0287 -0.070
C -3.69986 -0.52363 0.83828 -0.0209 0.0332 0.0685 -0.113
C -2.29401 -1.01864 0.49300 0.0465 -0.1016 -0.0481 -0.486
O -1.27891 -0.14729 0.62482 -0.1133 0.2153 -0.1548 -0.396
N -2.43801 -1.52811 -0.93016 0.0989 0.1210 0.0070 0.035
N -1.39771 -1.46444 -1.73642 0.1721 -0.0930 -0.0420 -0.035
C -1.31938 -2.25364 -2.74255 0.0273 -0.0107 -0.1515 -0.211
C -0.25994 -2.16957 -3.73640 -0.1146 0.0521 0.1032 -0.625
Br 0.58865 -0.46990 -3.90348 0.0766 0.0367 -0.1479 0.782
C 0.11640 -3.11481 -4.59789 -0.0264 -0.1331 -0.0542 -0.122
C -0.37002 -4.50531 -4.63182 0.0261 0.0769 0.0033 -0.219
C -0.44901 -5.14865 -5.86825 -0.0190 -0.0280 -0.0292 -0.042
C -0.89958 -6.45475 -5.96440 0.0000 0.0141 0.0319 -0.084
C -1.26518 -7.14903 -4.81864 0.0013 0.0157 0.0016 -0.090
C -1.16348 -6.53035 -3.58057 0.0140 0.0039 -0.0204 -0.076
C -0.71640 -5.22110 -3.48497 0.0423 -0.0018 0.0657 -0.048
H -4.97498 -3.21567 1.91811 0.0100 0.0130 -0.0134 0.102
H -6.62262 -1.71182 2.11229 -0.0059 -0.0048 -0.0076 0.110
H -7.29113 0.64200 1.76239 -0.0008 0.0024 0.0030 0.101
H -5.67103 2.24642 0.77179 -0.0049 0.0067 0.0017 0.101
H -3.40472 1.48627 0.20351 -0.0590 -0.0409 0.0506 0.068
H -2.13097 -1.92153 1.09827 0.0503 -0.0895 0.0199 0.067
H -3.03493 -2.34518 -1.03137 0.0087 0.0017 0.0431 0.139
H -2.08184 -3.01229 -2.91946 0.0036 -0.0377 -0.0006 0.127
H 0.82267 -2.84371 -5.37309 0.0201 -0.0135 0.0033 0.098
H -0.15954 -4.61037 -6.76308 -0.0050 0.0015 -0.0039 0.112
H -0.96281 -6.93187 -6.93357 0.0002 -0.0072 -0.0032 0.102
H -1.61413 -8.17077 -4.88975 -0.0003 -0.0053 0.0016 0.101
H -1.41973 -7.07290 -2.67978 -0.0061 -0.0061 0.0040 0.104
H -0.59457 -4.76592 -2.50993 0.0108 -0.0025 -0.0158 0.103
C 0.55206 1.26449 3.06332 -0.0473 -0.0282 0.0244 -0.381
C 1.47014 0.66885 1.99073 0.2020 0.3429 0.1955 -0.409
C 2.00507 -0.70013 2.37970 0.0896 -0.1038 0.0703 -0.383
Sb 0.58443 -2.31631 2.19047 -0.0790 0.0287 0.0054 1.540
C 1.44911 -3.10465 0.37985 0.0423 -0.0119 0.0082 -0.377
C 1.44805 -4.48414 0.17349 -0.0167 0.0129 -0.0394 -0.136
C 2.05358 -5.04160 -0.94551 -0.0571 0.0202 0.0063 -0.095
C 2.65876 -4.22370 -1.89052 -0.0139 0.0209 -0.0164 -0.092
C 2.65891 -2.84897 -1.70527 -0.0363 -0.0389 -0.0007 -0.102
C 2.06376 -2.29997 -0.57505 0.0007 -0.0026 0.0039 -0.161
C 1.76016 -3.64471 3.40675 0.0099 -0.0811 0.0119 -0.412
C 1.12198 -4.43419 4.36033 0.0579 0.0022 0.0220 -0.153
C 1.84096 -5.32998 5.14608 -0.0025 0.0353 -0.0108 -0.099
C 3.21274 -5.44184 4.98602 0.0056 0.0020 -0.0015 -0.099
C 3.86402 -4.65880 4.04003 -0.0075 0.0041 0.0038 -0.091
C 3.14172 -3.77094 3.25709 -0.0278 -0.0335 0.0087 -0.130
Sb -1.37398 2.05432 2.45421 -0.0104 0.0243 -0.0982 1.542
C -0.76588 3.06915 0.62621 0.0480 0.0302 -0.1215 -0.346
C -1.17994 2.62786 -0.63902 -0.2028 0.2102 0.1130 -0.209
C -0.87638 3.34137 -1.79572 0.0052 -0.0300 0.0029 -0.110
C -0.16235 4.52736 -1.71548 0.0285 -0.0069 0.0451 -0.105
C 0.24917 4.98513 -0.47087 0.0304 0.0057 -0.0354 -0.110
C -0.03658 4.25873 0.67866 0.0413 -0.0781 0.0064 -0.137
C -1.15944 3.86177 3.65701 -0.0273 -0.0414 0.1258 -0.412
C -1.80798 5.04279 3.29158 -0.0233 -0.0040 -0.0291 -0.159
C -1.81953 6.15250 4.12471 0.0155 -0.0040 -0.0030 -0.097
C -1.19115 6.10008 5.36177 0.0016 -0.0025 0.0025 -0.104
C -0.56012 4.93050 5.75633 -0.0027 -0.0083 -0.0298 -0.099
C -0.54948 3.82506 4.91206 -0.0277 0.0716 -0.0568 -0.145
H 0.29944 0.49629 3.79981 0.0040 0.0098 0.0049 0.037
H 1.06146 2.06320 3.60100 0.0252 -0.0015 0.0251 0.039
H 2.31590 1.34991 1.83106 -0.0013 0.0288 0.0776 0.087
H 0.96814 0.63687 1.03197 -0.1750 -0.1501 -0.0879 -0.013
H 2.29745 -0.69835 3.43352 0.0407 -0.0027 -0.0302 0.061
H 2.89170 -0.98133 1.80585 -0.0304 -0.0048 -0.0422 0.033
H 0.99332 -5.14106 0.90783 0.0007 -0.0006 0.0080 0.097
H 2.05338 -6.11652 -1.08001 0.0010 0.0030 -0.0009 0.103
H 3.13001 -4.65708 -2.76370 -0.0131 0.0021 -0.0087 0.104
H 3.12475 -2.20304 -2.44070 -0.0131 -0.0057 -0.0054 0.088
H 2.10816 -1.22330 -0.43451 -0.0087 -0.0427 0.0319 0.027
H 0.04904 -4.35356 4.49820 -0.0125 -0.0024 -0.0113 0.082
H 1.32881 -5.93758 5.88161 -0.0054 -0.0029 0.0021 0.099
H 3.77602 -6.13802 5.59433 0.0016 -0.0019 0.0023 0.099
H 4.93573 -4.74583 3.90996 0.0024 -0.0016 0.0018 0.100
H 3.66251 -3.18075 2.51089 -0.0004 0.0012 -0.0154 0.095
H -1.80215 1.74397 -0.72572 0.1314 0.0014 0.0232 0.052
H -1.21876 2.97192 -2.75582 -0.0154 0.0099 0.0034 0.103
H 0.05893 5.09623 -2.61020 -0.0025 0.0074 -0.0006 0.102
H 0.79668 5.91711 -0.39049 0.0114 -0.0043 -0.0017 0.106
H 0.30074 4.64169 1.63518 -0.0182 -0.0013 -0.0263 0.095
H -2.30969 5.10768 2.33043 0.0033 -0.0048 0.0085 0.095
H -2.32196 7.05905 3.81023 -0.0059 0.0030 -0.0043 0.098
H -1.19933 6.96337 6.01492 -0.0021 0.0012 0.0039 0.097
H -0.07741 4.87568 6.72441 0.0079 -0.0071 0.0015 0.098
H -0.05507 2.92336 5.25394 0.0117 -0.0416 0.0102 0.083
C 3.24238 3.31104 -0.52710 -0.0213 -0.0203 0.0844 -0.294
As 2.62332 1.66003 -1.35224 -0.2855 -0.2852 -0.1231 1.052
C 3.07499 2.07933 -3.20280 0.0094 0.0173 0.0035 -0.328
C 4.16336 0.53604 -0.93051 0.0113 -0.0134 0.0106 -0.297
H 4.31953 3.39125 -0.67478 -0.0066 0.0157 0.0051 0.028
H 3.01163 3.31227 0.53654 0.0042 0.0085 0.0000 0.018
H 2.73954 4.15368 -0.99187 -0.0279 0.0201 -0.0077 0.009
H 4.08686 2.47960 -3.26816 -0.0027 0.0047 0.0016 0.031
H 2.36885 2.81390 -3.58882 -0.0031 0.0032 0.0036 0.022
H 3.00624 1.17428 -3.80493 0.0218 0.0108 -0.0030 -0.020
H 4.22760 -0.28177 -1.64753 -0.0174 -0.0034 0.0240 0.015
H 4.05903 0.11178 0.06768 0.0184 0.0281 -0.0005 0.011
H 5.07534 1.13096 -0.97837 0.0089 -0.0212 -0.0189 0.030